Entry 1:
Density functional theory data (ωB97M-V/def2-TZVPD) for a 2-piece molecular cluster, C5H11NO2 overall in a non-equilibrium geometry.

The energy above the lowest of the compared OMol25 structures with the same formula, charge and spin comes out at 2.2354 eV. The orbital gap is 10.52 eV. As for the SMILES: [H]/N=C(/C)OC(=C)C.O. Its energy is -402.29599 Eh.

Each line ends with the Löwdin charge.
Atoms and positions in Å:
H 2.89 0.89 -0.10  0.059
N 2.47 0.73 -1.02  0.158
C 1.35 0.15 -0.97  -0.527
C 0.65 -0.24 -2.23  -0.019
O 0.79 -0.23 0.21  -0.067
C -0.74 -0.09 0.46  -0.316
C -1.40 0.96 0.01  0.061
C -1.28 -1.37 1.00  -0.032
H 0.18 -1.22 -2.13  0.086
H 1.36 -0.23 -3.05  0.081
H -0.13 0.48 -2.48  0.076
H -2.47 0.93 -0.07  0.078
H -0.90 1.83 -0.39  0.080
H -1.36 -2.11 0.20  0.089
H -0.60 -1.76 1.76  0.088
H -2.26 -1.23 1.46  0.093
O 0.31 0.62 2.70  -0.069
H 0.90 0.33 1.97  0.032
H 0.24 1.57 2.66  0.047

***

Entry 2:
Density functional theory data (ωB97M-V/def2-TZVPD) for C39H36BrEuN6O6 as an isolated structure in a non-equilibrium geometry.

The energy above the lowest of the compared OMol25 structures with the same formula, charge and spin comes out at 0.0000 eV. The orbital gap (alpha / beta) is 5.30 / 5.28 eV. Its spin multiplicity is 7. Its energy is -5572.01706 Eh.

Each line ends with the Mulliken spin population.
Atoms and positions in Å:
Eu 0.71 0.44 -1.06  6.101
O 1.34 -2.33 3.63  0.000
C 2.41 -2.78 2.91  0.002
C 3.15 -3.88 3.32  0.000
C 4.23 -4.32 2.57  0.000
C 4.60 -3.65 1.42  0.000
C 3.84 -2.58 0.99  0.000
C 2.74 -2.14 1.71  -0.004
C 1.80 -1.12 1.07  -0.008
O 2.15 -0.75 -0.15  -0.022
N 1.65 0.06 1.97  0.003
N 0.72 0.93 1.63  -0.002
C 0.64 2.09 2.19  -0.001
C -0.38 3.04 1.84  0.010
Br 2.21 2.72 -0.81  -0.014
C -0.57 4.23 2.49  -0.007
C -0.17 4.67 3.80  0.003
C -0.18 6.05 4.08  -0.001
C 0.05 6.53 5.35  0.000
C 0.27 5.64 6.40  0.000
C 0.26 4.28 6.15  0.000
C 0.05 3.79 4.87  -0.001
H 1.23 -2.90 4.40  0.000
H 2.86 -4.40 4.22  0.000
H 4.77 -5.20 2.88  0.000
H 5.46 -3.97 0.85  0.000
H 4.06 -2.06 0.07  -0.001
H 0.78 -1.60 1.11  -0.001
H 2.45 0.37 2.53  0.000
H 1.38 2.42 2.91  0.000
H -1.12 4.99 1.93  0.000
H -0.38 6.74 3.27  0.000
H 0.03 7.59 5.53  0.000
H 0.44 6.01 7.40  0.000
H 0.39 3.59 6.98  0.000
H -0.01 2.73 4.71  0.000
C -2.45 0.43 -2.97  0.004
N -1.10 0.91 -3.24  -0.020
C -1.14 2.35 -3.52  0.004
C -0.55 0.23 -4.42  0.003
C 0.94 0.41 -4.51  -0.005
C 1.55 0.57 -5.76  0.001
C 2.93 0.64 -5.85  0.002
C 3.70 0.54 -4.71  -0.001
C 3.10 0.40 -3.46  0.002
C 1.71 0.35 -3.34  -0.032
H -3.12 0.63 -3.82  0.000
H -2.84 0.93 -2.08  0.000
H -2.43 -0.64 -2.79  0.000
H -1.74 2.55 -4.43  0.000
H -0.13 2.73 -3.68  0.000
H -1.59 2.88 -2.69  0.001
H -1.04 0.60 -5.34  0.001
H -0.79 -0.84 -4.33  0.001
H 0.93 0.65 -6.64  0.000
H 3.39 0.76 -6.82  0.000
H 4.78 0.56 -4.78  0.000
H 3.72 0.31 -2.58  0.001
O -2.47 -6.52 -2.68  0.000
N -3.01 -5.92 -1.76  0.000
O -3.94 -6.41 -1.12  0.000
C -2.57 -4.63 -1.37  0.000
C -3.26 -4.04 -0.33  0.000
C -2.87 -2.81 0.21  -0.001
C -3.50 -2.28 1.35  0.000
C -3.05 -1.09 1.86  0.000
C -2.00 -0.44 1.21  0.000
N -1.38 -0.90 0.13  0.000
C -1.79 -2.09 -0.36  0.000
C -1.06 -2.68 -1.46  0.005
N 0.00 -2.00 -1.93  -0.007
C 0.76 -2.58 -2.85  0.002
C 0.48 -3.82 -3.40  -0.002
C -0.64 -4.51 -2.98  0.000
C -1.43 -3.97 -1.95  0.000
H -4.10 -4.57 0.08  0.000
H -4.31 -2.84 1.81  0.000
H -3.47 -0.67 2.76  0.000
H -1.63 0.49 1.61  -0.002
H 1.63 -2.03 -3.17  0.000
H 1.12 -4.24 -4.16  0.000
H -0.89 -5.46 -3.41  0.000
C -3.27 3.63 1.69  0.000
O -2.51 3.11 0.61  0.000
C -1.22 2.74 0.65  -0.004
O -0.84 2.10 -0.32  -0.009
H -4.26 3.18 1.59  0.000
H -3.36 4.71 1.61  0.000
H -2.84 3.37 2.66  0.000

***

Entry 3:
Density functional theory data (ωB97M-V/def2-TZVPD) for C27H27MnN3O5 as an isolated structure in a non-equilibrium geometry.

The energy above the lowest of the compared OMol25 structures with the same formula, charge and spin comes out at 1.4097 eV. The orbital gap (alpha / beta) is 7.74 / 7.64 eV. Its spin multiplicity is 5. Its energy is -2736.39839 Eh. As for the net charge: +1.

Each line ends with the Mulliken spin population.
Atoms and positions in Å:
Mn -0.01 0.01 -0.02  3.750
O -1.28 0.69 -5.77  0.008
C -0.94 0.54 -4.50  0.022
C 0.38 0.36 -4.07  -0.008
C 0.61 0.21 -2.73  0.036
N -0.39 0.23 -1.84  -0.073
C -1.66 0.40 -2.23  0.031
C -1.98 0.56 -3.55  -0.008
C -2.57 0.41 -1.01  -0.002
O -3.76 0.55 -1.08  0.014
O -1.85 0.24 0.08  0.009
C 1.93 -0.03 -2.01  -0.004
O 2.98 -0.10 -2.58  0.014
O 1.72 -0.16 -0.71  0.010
H -0.52 0.67 -6.36  0.000
H 1.22 0.34 -4.76  0.000
H -3.01 0.69 -3.86  0.000
C 3.18 2.12 2.46  0.006
C 2.11 3.14 2.16  -0.004
C 2.32 4.49 2.41  -0.005
C 1.34 5.42 2.11  0.008
C 0.15 5.02 1.55  -0.006
C -0.11 3.68 1.29  -0.039
C -1.39 3.25 0.64  0.037
C 0.88 2.74 1.63  0.051
N 0.74 1.36 1.38  0.127
C 0.27 0.48 2.18  -0.089
C -0.38 0.79 3.49  0.010
C 0.57 -1.00 1.95  -0.069
C 1.63 -1.58 2.83  0.011
N -0.19 -1.68 1.18  0.118
C -0.28 -3.09 1.13  0.049
C -1.25 -3.66 1.97  -0.003
C -2.09 -2.80 2.86  0.006
C -1.40 -5.04 1.95  -0.004
C -0.63 -5.83 1.11  0.008
C 0.29 -5.25 0.26  -0.006
C 0.48 -3.87 0.25  -0.035
C 1.45 -3.24 -0.71  0.032
H 4.14 2.60 2.61  0.000
H 3.27 1.40 1.64  0.000
H 2.94 1.56 3.38  0.000
H 3.27 4.81 2.82  0.000
H 1.52 6.47 2.31  0.000
H -0.61 5.75 1.30  0.000
H -2.08 4.10 0.55  0.001
H -1.90 2.46 1.19  -0.001
H -1.19 2.88 -0.37  -0.003
H -0.83 1.79 3.46  0.000
H 0.37 0.78 4.29  -0.001
H -1.15 0.05 3.73  0.003
H 2.46 -0.88 2.95  0.002
H 2.00 -2.52 2.41  0.000
H 1.21 -1.79 3.82  -0.001
H -2.43 -1.90 2.34  0.000
H -1.54 -2.49 3.75  0.000
H -2.97 -3.34 3.20  0.000
H -2.14 -5.50 2.59  0.000
H -0.76 -6.91 1.11  0.000
H 0.87 -5.86 -0.41  0.000
H 2.04 -4.00 -1.22  0.000
H 2.14 -2.56 -0.21  -0.001
H 0.91 -2.67 -1.47  -0.002

***

Entry 4:
Density functional theory data (ωB97M-V/def2-TZVPD) for an isolated molecule of C13H19FO6.

The orbital gap is 11.13 eV. As for the SMILES: CC(C)[C@@H](C)CO[C@@]1(CC(=O)F)OC(=O)O[C@@H]1CC=O. Its energy is -1058.07672 Eh.

Each line ends with the Löwdin charge.
Atoms and positions in Å:
C -0.07 -1.81 1.90  -0.043
C -1.50 -1.70 1.31  -0.358
C -1.65 -2.46 -0.03  -0.062
C -2.04 -0.26 1.21  -0.332
C -2.16 0.41 2.58  -0.049
C -1.33 0.67 0.24  -0.138
O -0.04 1.04 0.74  -0.033
C 1.02 1.14 -0.16  -0.384
C 0.86 2.41 -1.02  0.042
C 2.11 3.24 -1.06  -0.427
O 2.34 4.24 -0.49  0.203
F 3.07 2.62 -1.82  0.093
O 2.17 1.29 0.66  0.147
C 2.94 0.17 0.63  -0.534
O 3.82 -0.06 1.38  0.203
O 2.54 -0.65 -0.35  0.111
C 1.31 -0.21 -0.91  -0.184
C 1.43 -0.20 -2.43  -0.064
C 0.07 -0.38 -3.07  -0.260
O -0.48 0.46 -3.72  0.079
H 0.27 -0.88 2.34  0.073
H -0.03 -2.57 2.68  0.083
H 0.66 -2.11 1.15  0.067
H -2.16 -2.19 2.03  0.125
H -0.68 -2.75 -0.45  0.065
H -2.19 -1.86 -0.77  0.072
H -2.23 -3.37 0.10  0.078
H -3.06 -0.35 0.80  0.146
H -2.66 1.38 2.50  0.085
H -1.17 0.60 3.02  0.079
H -2.73 -0.21 3.27  0.085
H -1.25 0.22 -0.76  0.113
H -1.92 1.58 0.13  0.137
H 0.57 2.15 -2.04  0.121
H 0.08 3.02 -0.57  0.145
H 0.54 -0.92 -0.61  0.120
H 1.90 0.70 -2.82  0.122
H 2.06 -1.05 -2.70  0.145
H -0.40 -1.37 -2.91  0.131